Entry 1:
{"formula": "C3H15NO3", "method": "ωB97M-V/def2-TZVPD", "homo_ev": -8.10, "orbital_gap_ev": 8.331, "total_energy_ev": -10984.679, "relative_energy_kj_mol": 282.9, "lumo_ev": 0.23, "smiles": "CN(C)C.O.O.O", "spin_multiplicity": 1, "fmax_ev_per_a": 5.69, "symbols": ["H", "H", "O", "H", "C", "C", "H", "H", "H", "H", "H", "H", "H", "H", "H", "C", "O", "H", "H", "O", "H", "N"], "coordinates": [[0.46087, -1.88401, 2.56716], [0.91431, 0.16367, 2.11445], [0.07531, -1.04713, 2.89441], [1.03762, 1.59431, 2.41371], [-1.43985, 0.35787, -0.16322], [-2.22220, -0.16243, -2.41515], [-0.04881, -2.34540, -1.84762], [-1.19564, -0.17860, 0.79178], [2.83337, 2.49426, -0.22296], [-2.40472, 0.87064, 0.10274], [2.71964, 1.12679, 0.04544], [-3.32929, -0.47162, -2.15225], [-2.07165, 0.83082, -2.48525], [0.04376, -1.83107, -0.16546], [-2.08238, -0.54951, -3.41462], [-0.12495, -1.44314, -1.26732], [1.57489, 0.96354, 1.93453], [-0.83901, -1.26863, 3.04009], [0.70054, -0.78941, -1.62853], [2.95178, 1.76384, -0.70773], [-0.62325, 1.14606, -0.25566], [-1.45846, -0.69487, -1.25693]]}


Entry 2:
{"formula": "C12H15Cl2NO2", "method": "ωB97M-V/def2-TZVPD", "homo_ev": -7.53, "orbital_gap_ev": 5.171, "total_energy_ev": -43314.867, "relative_energy_kj_mol": 308.3, "lumo_ev": -2.36, "smiles": "O=C1C=C(Cl)C(=O)C=C1Cl.CN1CCCCC1", "spin_multiplicity": 1, "fmax_ev_per_a": 4.53, "symbols": ["H", "C", "H", "H", "H", "C", "H", "H", "Cl", "C", "H", "H", "C", "O", "H", "C", "C", "C", "O", "H", "C", "C", "C", "Cl", "H", "H", "H", "C", "N", "H", "H", "C"], "coordinates": [[2.36145, 0.96944, 2.14602], [-1.48809, 1.33107, -0.56677], [-1.46344, 0.20942, 1.61152], [-2.39980, 1.00269, -0.04795], [2.99154, 1.10358, -0.17536], [-1.09192, 7.00029, 0.57280], [-1.18071, 3.13413, 1.25234], [0.61360, -0.45194, 3.01330], [-1.69693, 6.74264, -2.02310], [0.62397, -0.29333, 1.93081], [1.25362, 2.62327, -0.03114], [0.75755, 1.61901, -1.39737], [-0.84671, 6.52709, 1.94130], [-1.67776, 3.94830, -1.25669], [0.37763, -1.25207, 1.45857], [2.03583, 0.61757, 0.04622], [-1.37790, 6.15952, -0.44921], [-1.13604, 4.19513, 1.05825], [-0.58498, 7.29964, 2.86773], [-0.50458, 1.47897, 2.38508], [-0.92226, 5.03821, 2.10831], [-0.48362, 0.70984, 1.59242], [0.91730, 1.60772, -0.30764], [-0.72263, 4.44308, 3.69498], [-1.63945, 2.39334, -0.92643], [1.94815, -0.24827, -0.62229], [-1.30110, 0.70102, -1.45370], [-1.40790, 4.69439, -0.27417], [-0.37772, 1.40621, 0.31852], [-1.04211, 8.06728, 0.38056], [2.71466, -0.68085, 1.61569], [2.01535, 0.15428, 1.49850]]}


Entry 3:
{"formula": "C6H33NO9S", "method": "ωB97M-V/def2-TZVPD", "homo_ev": -9.19, "orbital_gap_ev": 9.464, "total_energy_ev": -37510.148, "relative_energy_kj_mol": 201.6, "lumo_ev": 0.27, "smiles": "CN(C)CCCCS.O.O.O.O.O.O.O.O.O", "spin_multiplicity": 1, "fmax_ev_per_a": 1.99, "symbols": ["H", "H", "O", "C", "H", "O", "N", "H", "H", "H", "O", "H", "C", "S", "O", "O", "H", "H", "H", "H", "H", "H", "O", "H", "O", "H", "H", "H", "H", "H", "H", "H", "C", "H", "H", "C", "C", "H", "H", "H", "H", "H", "H", "C", "H", "O", "H", "H", "O", "H"], "coordinates": [[3.83434, -2.62987, 0.39729], [-2.68316, -2.22032, 0.11977], [2.04231, -0.05497, 2.89388], [0.62293, 0.00782, -1.78925], [-0.12604, -3.40588, -2.11321], [3.67004, -2.17329, 1.23107], [-0.42869, 1.50838, -0.06583], [-2.82306, -0.20146, -1.44279], [-1.65722, 2.22952, 1.45290], [-1.69205, 1.61732, -1.60029], [-2.37492, 1.29548, -2.23593], [-4.15004, 2.12425, 0.30798], [-1.26140, 1.27711, 1.12170], [2.15310, -2.94987, -1.93210], [-0.11543, -1.96407, 1.99781], [-4.71552, 1.47812, -0.13030], [3.97986, 1.82700, -0.50142], [2.46017, -0.74311, 2.36165], [3.11735, 1.97681, 0.73757], [-0.14234, 3.58222, 0.26054], [1.14397, 2.67460, 1.00644], [-0.85155, 0.58470, 1.87656], [-3.17513, -0.81506, -0.77327], [3.74585, -1.22931, 1.03367], [3.43948, 1.30929, 0.10936], [-2.02770, 0.53880, 0.86895], [1.52100, 3.15432, 2.90050], [2.47639, 2.01912, 3.06775], [1.10760, -0.15484, 2.67293], [-0.47310, -1.38887, -3.17691], [-3.82952, -0.33050, -0.24523], [-1.09256, -1.18192, -1.56201], [-0.16874, -1.25349, -2.14043], [1.68746, -0.13779, -1.92161], [0.22469, -2.67280, -0.49298], [0.43892, 2.65311, 0.16701], [0.33679, -2.59370, -1.56694], [-3.30660, -3.54790, 0.00012], [1.51906, 0.51215, 0.04909], [0.35385, 0.84727, -2.42247], [-0.93614, -2.46967, 1.86622], [0.18946, -0.52209, 0.32929], [1.00483, 2.84435, -0.73620], [0.48253, 0.33392, -0.28144], [-4.36831, 1.42877, -1.03415], [2.40338, 2.87653, 2.62462], [2.43294, -1.67267, -2.20762], [0.49377, -2.51719, 1.49415], [-2.59149, -3.12038, 0.48649], [-1.89131, 1.25008, -3.06295]]}


Entry 4:
{"formula": "C34H56CdN3OP2S", "method": "ωB97M-V/def2-TZVPD", "homo_ev": -8.09, "orbital_gap_ev": 5.052, "total_energy_ev": -76656.652, "lumo_ev": -3.03, "spin_multiplicity": 1, "fmax_ev_per_a": 3.77, "charge": 1, "symbols": ["C", "C", "C", "C", "H", "H", "C", "H", "H", "H", "H", "H", "C", "C", "C", "C", "H", "H", "C", "N", "H", "C", "H", "C", "Cd", "H", "C", "C", "H", "C", "H", "H", "C", "H", "P", "H", "H", "H", "H", "H", "H", "C", "C", "C", "C", "C", "S", "H", "C", "H", "H", "H", "H", "H", "P", "C", "C", "H", "H", "H", "H", "H", "C", "C", "C", "N", "H", "H", "C", "H", "H", "H", "N", "H", "C", "C", "H", "C", "O", "H", "H", "H", "C", "H", "H", "H", "H", "H", "C", "H", "C", "H", "H", "H", "H", "H", "H", "H"], "coordinates": [[3.45188, 1.03936, -1.36602], [-1.47987, 2.31379, -4.40749], [-0.02874, 1.70341, -2.52821], [-5.17050, 0.21790, -0.22126], [2.21174, 0.68489, 3.25006], [3.66592, -1.92801, -0.09564], [4.97342, 0.88568, -1.37599], [3.30072, 2.61681, 1.97545], [-1.29651, -2.13069, 7.21505], [-2.68859, -2.60849, -1.81235], [0.91584, 2.79103, -5.66417], [-2.73094, -4.21551, 1.71455], [1.97144, -3.48401, -1.34107], [3.04931, 2.51920, -1.40491], [-0.94644, 0.91184, 5.66974], [-1.23394, 0.00334, 6.69627], [2.75186, -0.98306, 2.98548], [0.88605, 1.11925, -5.05287], [-0.36537, -0.92596, 4.22139], [-0.65239, -1.78087, 5.26511], [-4.40987, -3.01053, -0.82501], [-3.64594, 0.68775, -2.12700], [5.47921, 1.45366, -0.58712], [0.35909, 2.08530, 1.43502], [-0.10772, -0.07572, 0.71531], [-1.98026, -1.12872, -2.44795], [2.92694, 0.30696, -2.60383], [3.08562, 0.06136, 3.02907], [1.24195, -5.06156, -2.61946], [5.06018, -0.38202, 1.61962], [0.02404, 4.68317, -4.21158], [-1.35311, -3.10498, 1.58175], [-0.55549, -2.41915, -1.47319], [-5.75811, 1.11272, -0.48007], [-2.50075, -0.88899, -0.07544], [-0.53052, -2.78022, 5.09955], [-1.03461, -3.98136, -2.84523], [4.80894, -1.44694, 1.61203], [-4.09096, -2.52083, 2.91423], [5.34173, 1.27662, -2.33802], [-1.06449, 1.98148, 5.83686], [-1.09136, -1.35216, 6.48365], [-3.24597, 1.78652, 0.09069], [-3.71524, 0.49343, -0.60951], [-3.27794, -2.28987, 0.93034], [-0.11167, 2.55586, -3.76531], [0.20314, -1.67154, 2.78842], [3.23346, -0.74507, -2.60598], [0.04843, 4.01680, -3.33913], [-2.67598, -1.44400, 2.85844], [1.83713, 0.34981, -2.66569], [1.98177, 2.32804, -4.32274], [1.00656, 4.16640, -2.82356], [-1.58577, 2.89539, -5.33218], [2.62713, 0.28791, 0.22339], [-0.50901, 0.44735, 4.43072], [-2.27089, -3.44233, 1.08211], [-3.94897, 2.59557, -0.16009], [-0.76300, 4.30709, -2.65654], [1.95861, 2.62440, -1.45832], [-5.59460, -0.61935, -0.78868], [-2.24548, 2.08700, -0.24649], [3.81204, 0.49168, 1.74491], [-0.25107, -3.55717, -2.21909], [-3.59616, -1.73055, 2.32971], [0.35723, -1.80784, -0.71002], [-2.63126, 0.95026, -2.44573], [-0.26855, 1.10960, 3.59547], [1.66845, -2.23451, -0.72920], [-3.23148, 1.67279, 1.18501], [-4.31351, 1.51730, -2.40944], [-1.57167, 0.35207, 7.66884], [-0.26984, 1.17581, -1.51176], [5.69648, -0.19080, 2.49689], [0.98630, 2.17263, -4.75877], [4.19060, 1.97874, 1.88150], [3.40932, 3.07156, -0.52599], [-1.96288, -1.81318, -1.58521], [0.54395, 3.21310, 1.55556], [5.27206, -0.16947, -1.32491], [5.66053, -0.15817, 0.73507], [-2.01172, -3.90064, 0.12095], [1.01650, -4.13035, -2.10235], [4.79769, 2.34476, 1.04521], [-3.97482, -0.20344, -2.67860], [4.78914, 2.09734, 2.79827], [-1.59785, 1.24982, -4.65635], [3.48982, 2.98217, -2.30246], [2.69837, -1.42407, -0.18961], [-4.25998, -0.85556, 2.30163], [-4.53870, -2.85493, 0.25394], [-4.75330, -3.83538, 0.70458], [-5.42082, -2.22788, 0.41978], [-2.28874, 2.61403, -3.72782], [-5.29906, 0.04521, 0.85473], [2.98481, -3.86069, -1.23146], [3.78461, 0.15828, 3.87538], [3.34240, 0.78230, -3.50487]]}


Entry 5:
{"formula": "C2H4O2S2", "method": "ωB97M-V/def2-TZVPD", "homo_ev": -8.22, "orbital_gap_ev": 8.529, "total_energy_ev": -27900.529, "relative_energy_kj_mol": 367.3, "lumo_ev": 0.31, "smiles": "O=C=S.COS", "spin_multiplicity": 1, "fmax_ev_per_a": 3.94, "symbols": ["S", "C", "H", "H", "S", "O", "H", "O", "H", "C"], "coordinates": [[-0.04941, -0.40082, 2.32076], [-0.43528, -1.01136, -0.20052], [-1.41424, -0.66853, -0.58086], [-0.35219, -2.06812, -0.35476], [0.57110, 3.56740, -1.17730], [-0.21760, -0.06081, 0.77516], [0.49125, -1.73539, 2.40191], [0.39205, 0.96335, -1.09089], [0.33750, -0.65620, -0.81987], [0.67683, 2.07048, -1.27365]]}


Entry 6:
{"formula": "C10H9NOS", "method": "ωB97M-V/def2-TZVPD", "homo_ev": -7.35, "orbital_gap_ev": 8.203, "total_energy_ev": -24885.174, "relative_energy_kj_mol": 360.5, "lumo_ev": 0.85, "smiles": "C/C=N\\c1ccccc1OC1=CS1", "spin_multiplicity": 1, "fmax_ev_per_a": 2.09, "symbols": ["H", "H", "H", "H", "C", "H", "C", "C", "N", "H", "C", "C", "C", "C", "S", "H", "C", "C", "C", "H", "O", "H"], "coordinates": [[1.52552, -2.16377, 1.71825], [-1.43127, -1.22561, -2.11642], [-1.33505, 1.29747, 0.81126], [-2.12212, 2.62221, -0.07608], [0.05596, -2.97598, 0.37154], [-0.12690, 2.76069, -1.63347], [0.85912, -1.97478, 0.88957], [-0.35202, 1.91018, -0.99576], [0.07442, 0.79948, -1.39036], [0.09402, -3.96388, 0.80258], [2.82274, 0.41240, 0.46453], [-1.16399, 2.19802, 0.22432], [-0.80218, -1.44255, -1.26649], [0.80747, -0.70560, 0.34540], [3.84773, -0.31299, -0.86583], [-0.65076, 2.93939, 0.83708], [4.00790, 0.90895, 0.54800], [-0.77532, -2.70142, -0.70318], [-0.01269, -0.41194, -0.75018], [4.76760, 1.54624, 0.91301], [1.60009, 0.31901, 0.89690], [-1.40526, -3.47915, -1.11224]]}


Entry 7:
{"formula": "C7H8N", "method": "ωB97M-V/def2-TZVPD", "homo_ev": [-13.64, -13.64], "orbital_gap_ev": [8.944, 8.944], "total_energy_ev": -8865.089, "relative_energy_kj_mol": 326.4, "lumo_ev": [-4.70, -4.70], "spin_multiplicity": 1, "fmax_ev_per_a": 3.83, "charge": 1, "symbols": ["H", "H", "H", "C", "H", "C", "C", "N", "C", "C", "H", "H", "C", "H", "H", "C"], "coordinates": [[3.46321, -0.10272, 0.54956], [-1.16882, -0.51629, 1.70132], [-0.62248, 0.81033, -2.09052], [-1.73842, -0.01429, 0.91581], [-2.56821, -0.53559, -1.04725], [0.49024, 1.08860, -0.08731], [-1.56751, -0.49351, -0.53076], [2.63125, -0.02595, 0.04347], [-0.48612, 0.57608, -1.02932], [1.80935, 0.95814, 0.40189], [2.04036, 1.68057, 1.26683], [2.30753, -0.55411, -0.72917], [-0.76079, 2.20936, -0.28106], [-1.30783, -1.58562, -0.68945], [-2.67193, 0.43395, 1.28378], [-0.90633, 1.18149, 0.57639]]}


Entry 8:
{"formula": "C6H9NOS2", "method": "ωB97M-V/def2-TZVPD", "homo_ev": -8.64, "orbital_gap_ev": 7.876, "total_energy_ev": -31571.814, "relative_energy_kj_mol": 335.2, "lumo_ev": -0.76, "spin_multiplicity": 1, "fmax_ev_per_a": 4.61, "symbols": ["H", "C", "H", "O", "H", "H", "H", "S", "C", "C", "C", "C", "H", "H", "H", "S", "N", "H", "C"], "coordinates": [[2.45613, 0.54577, 1.33160], [1.81057, -1.52338, -0.42766], [-2.30160, -0.31197, -2.01517], [0.09048, 0.78819, -0.16364], [-1.91443, -0.55368, 2.16752], [-1.63553, 1.28711, -1.78250], [2.40203, -0.15121, -1.87738], [3.10971, 2.23794, -0.32536], [-2.25043, 0.48986, -1.36846], [1.31547, -1.81396, 0.83402], [2.52888, 0.82642, 0.21354], [2.32719, -0.32622, -0.78287], [-1.51233, 1.33101, 1.88877], [-3.10072, 0.81303, -0.90865], [-3.00307, 0.55937, 1.28703], [-1.04145, -0.18237, -0.05837], [0.99252, -2.10027, 1.87808], [1.69632, -2.34476, -1.29905], [-1.96974, 0.42911, 1.40854]]}